59
Properties=species:S:1:pos:R:3:mulliken_spin:R:1 method="wB97M-V/def2-TZVPD" e_homo_ev="-14.5 / -14.5" charge=+2 lumo_ev="-8.471 / -9.682" s2=0.812 spin_multiplicity=2 homo_lumo_gap_ev="5.999 / 4.783"
Ir -0.503 0.965 -1.717 0.032
O 1.395 0.335 -2.402 -0.003
S 2.913 0.261 -2.280 -0.004
C 3.305 1.013 -0.654 0.000
C 2.859 0.155 0.526 0.000
C 2.569 0.972 1.795 0.000
C 1.298 1.820 1.774 0.000
S -0.276 0.899 1.620 0.002
O -0.142 0.096 0.320 0.014
C -0.034 -0.340 2.890 0.002
C 0.008 0.096 4.208 0.000
C 0.220 -0.837 5.209 0.000
C 0.343 -2.184 4.887 0.000
C 0.267 -2.605 3.566 0.000
C 0.057 -1.680 2.554 0.000
C 3.267 -1.462 -1.915 0.001
C 2.230 -2.345 -1.666 -0.001
C 2.542 -3.659 -1.352 0.000
C 3.868 -4.070 -1.318 0.000
C 4.893 -3.175 -1.594 0.000
C 4.596 -1.860 -1.915 0.000
H 2.804 1.981 -0.691 0.000
H 4.383 1.183 -0.661 0.000
H 3.640 -0.571 0.751 0.000
H 1.968 -0.399 0.255 0.000
H 3.394 1.670 1.971 0.000
H 2.548 0.288 2.644 0.000
H 1.265 2.524 0.944 0.000
H 1.204 2.395 2.697 0.000
H -0.120 1.146 4.447 0.000
H 0.267 -0.516 6.241 0.000
H 0.481 -2.912 5.675 0.000
H 0.356 -3.656 3.326 0.000
H -0.013 -1.984 1.518 0.000
H 1.202 -2.010 -1.703 0.002
H 1.753 -4.366 -1.136 0.000
H 4.106 -5.101 -1.094 0.000
H 5.923 -3.501 -1.571 0.000
H 5.387 -1.159 -2.156 0.000
O -3.325 1.483 -2.360 0.062
B -2.475 0.408 -2.006 0.030
O -3.267 -0.680 -1.629 0.038
C -4.542 -0.295 -1.726 0.252
C -5.694 -0.995 -1.441 -0.050
C -6.876 -0.313 -1.649 0.216
C -6.907 1.045 -2.122 0.185
C -5.765 1.758 -2.392 -0.032
C -4.573 1.075 -2.196 0.244
H -5.665 -2.016 -1.090 0.002
H -7.813 -0.816 -1.453 0.005
H -7.871 1.514 -2.271 0.006
H -5.779 2.778 -2.749 0.002
F -1.473 2.529 -0.249 0.002
Sb -0.846 4.152 -1.316 0.000
F -1.006 2.965 -2.847 -0.004
F -2.653 4.578 -1.416 0.000
F -0.089 5.528 -2.285 0.000
F -0.413 4.800 0.389 0.000
F 0.813 3.096 -1.188 -0.002